1.
Molecular formula: C47H39BrCaN5O4S2SbSe4
Method: DFT, ωB97M-V/def2-TZVPD

The net charge is -2. The calculation puts the HOMO-LUMO gap at 4.82 eV. The calculation puts the calculated total energy at -443087.3242 eV. The value obtained for the energy above the lowest of the compared OMol25 structures with the same formula, charge and spin is 21.8 kcal per mole.

```
104
Properties=species:S:1:pos:R:3:forces:R:3
Ca -0.0749 0.7548 -0.4923 -3.374 -1.463 -0.062
Br -1.7041 -0.9017 6.7941 -0.329 -0.164 0.504
C -2.1777 -0.7574 4.9723 0.245 -0.278 0.420
C -2.8083 0.4062 4.5024 -0.142 0.085 -0.423
C -2.9917 0.5581 3.1594 -0.209 0.210 0.158
C -2.5321 -0.4046 2.1832 0.033 -0.156 -0.334
O -2.6123 -0.1767 0.9522 -0.137 0.121 0.179
C -1.9093 -1.5989 2.7336 -0.298 0.185 0.125
C -1.1990 -2.5054 1.9175 0.458 -0.236 -0.561
N -1.1232 -2.4043 0.6305 -0.465 0.403 0.521
C -0.4205 -3.2591 -0.1468 0.242 -0.993 0.144
C -0.1663 -4.6001 0.1350 -0.191 0.639 0.177
C 0.5063 -5.4115 -0.7740 0.355 -0.251 -0.532
C 0.9233 -4.9364 -1.9928 0.020 -0.329 0.089
C 0.6531 -3.6003 -2.3486 -0.193 0.243 0.221
C 0.9740 -3.0454 -3.6031 0.033 0.151 -0.246
C 0.6263 -1.7513 -3.8721 0.103 -0.481 -0.209
C -0.0182 -1.0123 -2.8767 0.021 -0.581 -0.937
N -0.3317 -1.4857 -1.7123 -0.187 0.085 -0.043
C -0.0187 -2.7573 -1.4248 0.288 -0.419 -0.093
C -1.7708 -1.7430 4.1265 0.104 0.169 -0.144
H -3.0966 1.1753 5.2082 0.038 0.005 -0.080
H -3.4503 1.4600 2.7705 0.070 -0.019 -0.048
H -0.5909 -3.2583 2.4581 -0.140 0.053 -0.078
H -0.5163 -5.0198 1.0664 -0.063 -0.018 0.095
H 0.6956 -6.4466 -0.5175 -0.002 -0.060 0.016
H 1.4300 -5.5799 -2.7036 0.008 -0.004 0.035
H 1.4780 -3.6484 -4.3508 0.007 -0.074 0.046
H 0.8147 -1.2875 -4.8318 0.049 -0.063 -0.024
H -0.2472 0.0085 -3.1106 -0.078 -0.076 0.018
H -1.2534 -2.6015 4.5315 0.106 -0.102 -0.021
C -5.6206 -2.5757 -2.9583 0.138 -0.039 -0.011
C -4.1029 -2.7481 -3.1124 -0.145 -0.218 0.005
C -3.5648 -3.4320 -1.8521 -0.018 0.110 -0.134
C -3.8171 -3.6691 -4.3087 -0.014 0.104 0.105
C -3.4691 -1.3814 -3.3258 0.024 0.025 0.111
C -3.4418 -0.8012 -4.5982 -0.051 -0.007 -0.220
C -2.8710 0.4365 -4.8323 -0.083 0.034 -0.231
C -2.3209 1.1213 -3.7705 0.028 0.064 0.369
S -1.4925 2.6519 -3.7301 -0.503 -0.330 0.193
C -1.1916 2.3604 -2.0065 -1.436 2.024 -1.376
N -1.7210 1.2937 -1.5382 -2.674 0.693 -1.140
C -2.3322 0.5505 -2.4826 -1.322 -0.050 -1.494
C -2.9196 -0.6845 -2.2644 -0.336 0.004 0.010
C -0.5587 3.3544 -1.1996 0.392 1.420 1.082
C -0.1532 4.5665 -1.7534 0.060 0.155 -0.491
C 0.3613 5.5606 -0.9477 -0.052 0.165 -0.595
C 0.4373 5.3600 0.4216 0.011 -0.314 0.457
C 0.1002 4.1290 0.9613 -0.105 0.247 0.088
C -0.3734 3.0856 0.1658 -0.430 -0.285 -0.181
H -6.0994 -3.5520 -2.8903 -0.111 -0.131 0.010
H -6.0435 -2.0370 -3.8054 -0.043 0.043 -0.085
H -5.8449 -2.0214 -2.0492 -0.035 0.094 0.062
H -4.0005 -4.4261 -1.7550 -0.073 -0.099 -0.028
H -3.8110 -2.8737 -0.9532 0.065 0.046 0.128
H -2.4833 -3.5393 -1.9047 0.077 -0.024 0.054
H -4.0602 -4.6983 -4.0505 -0.085 -0.114 0.021
H -2.7633 -3.6288 -4.5801 0.096 -0.014 -0.036
H -4.4129 -3.3954 -5.1777 -0.005 0.022 -0.131
H -3.8812 -1.3172 -5.4402 -0.004 -0.105 -0.043
H -2.8455 0.8661 -5.8245 -0.071 -0.058 -0.108
H -2.8973 -1.0660 -1.2583 0.041 -0.057 0.260
H -0.2339 4.7086 -2.8283 0.073 0.240 -0.022
H 0.7022 6.4886 -1.3894 -0.046 0.079 -0.015
H 0.7967 6.1445 1.0740 0.086 0.172 0.011
H 0.2343 3.9765 2.0355 -0.053 -0.004 -0.263
N 3.6457 -3.0735 1.6857 0.238 -0.613 0.033
C 2.6641 -2.2157 2.0857 -0.139 0.610 -0.011
N 2.9494 -0.9761 1.8389 -0.481 -0.377 0.168
C 4.1944 -0.9704 1.2771 0.080 -0.814 0.074
C 4.9959 0.0936 0.8930 -0.013 0.109 -0.010
C 6.2485 -0.1945 0.3945 0.037 0.124 -0.006
C 6.7041 -1.5094 0.2941 0.165 -0.101 -0.072
C 5.9226 -2.5821 0.6799 0.038 -0.276 0.010
C 4.6591 -2.3034 1.1749 0.285 0.609 -0.172
H 3.6570 -4.0724 1.8017 -0.066 0.132 0.006
H 1.7703 -2.5255 2.6095 0.050 -0.158 -0.156
H 4.6327 1.1031 1.0152 -0.061 0.065 -0.025
H 6.8999 0.6087 0.0789 0.052 0.077 0.002
H 7.7036 -1.6865 -0.0789 0.059 -0.069 -0.062
H 6.2961 -3.5946 0.6173 0.059 -0.101 -0.039
C 7.0546 0.6690 -4.8762 0.003 -0.041 0.073
C 5.7819 0.7988 -4.0916 0.084 0.088 0.014
C 4.5875 0.2885 -4.5815 -0.016 -0.018 0.114
C 3.4260 0.4150 -3.8406 -0.078 -0.130 -0.318
C 3.4440 1.0711 -2.6278 -0.295 0.147 -0.159
C 4.6205 1.5919 -2.1293 -0.016 0.087 0.178
C 5.7863 1.4405 -2.8576 -0.088 -0.027 -0.127
S 1.8954 1.2530 -1.7853 5.675 1.297 0.067
O 0.9365 1.6098 -2.7906 -0.114 -0.266 -0.927
O 2.0562 2.2602 -0.7528 0.245 -0.138 -0.407
O 1.6752 -0.0379 -1.1437 2.540 -1.338 -1.262
H 6.8444 0.3886 -5.9066 0.074 0.002 -0.070
H 7.6953 -0.0941 -4.4345 0.076 -0.089 -0.025
H 7.6119 1.6045 -4.8652 0.047 0.053 -0.079
H 4.5633 -0.1990 -5.5482 0.016 -0.048 -0.030
H 2.4886 0.0222 -4.2092 0.046 0.041 -0.055
H 4.6050 2.1180 -1.1861 0.007 0.031 0.041
H 6.7128 1.8404 -2.4739 0.140 0.073 0.070
Se 2.2098 -0.9274 5.5014 -0.137 -0.603 -0.383
Sb 0.7097 0.5428 4.2709 0.659 0.130 1.032
Se 0.1362 2.2965 5.8505 -0.548 0.217 -0.285
Se 1.9969 1.7394 2.5241 5.212 4.072 1.743
Se 0.3582 0.7140 1.7128 -3.605 -3.231 5.780
```
Positions in Å, forces in eV/Å.

Atom charges from the Löwdin analysis, given in e for atoms 1 to 2: 0.984 0.649

2.
Molecular formula: C47H39CuN4OP2S
Method: DFT, ωB97M-V/def2-TZVPD

The calculation puts the HOMO-LUMO gap at 7.24 eV. The calculation puts the calculated total energy at -131432.1128 eV.

```
95
Properties=species:S:1:pos:R:3:forces:R:3
Cu -0.3816 -0.0183 -0.7559 0.208 0.514 0.295
O 1.9720 -0.0680 1.6684 0.480 0.226 0.301
C 3.2076 -0.4412 1.2456 0.694 -0.156 -0.497
C 4.2505 -0.8312 2.0774 -0.191 -0.043 0.233
C 5.4767 -1.1606 1.5250 -0.014 0.022 -0.032
C 5.6712 -1.0778 0.1561 0.128 -0.044 0.006
C 4.6128 -0.7498 -0.6716 0.005 0.006 0.146
C 3.3606 -0.4665 -0.1494 -0.574 0.287 0.494
P 1.8368 -0.3429 -1.1926 0.415 -0.270 -0.777
C 2.4617 0.5808 -2.6427 -0.170 0.087 0.079
C 3.3695 0.1049 -3.5867 -0.043 0.042 0.034
C 3.8095 0.9398 -4.5989 0.100 -0.109 -0.088
C 3.3484 2.2432 -4.6894 -0.071 0.081 -0.002
C 2.3992 2.7001 -3.7916 0.095 0.148 -0.108
C 1.9528 1.8673 -2.7835 -0.025 -0.116 0.093
C 1.8516 -2.0451 -1.8471 -0.017 -0.103 -0.049
C 2.2937 -3.1316 -1.0973 -0.013 0.219 -0.128
C 2.2687 -4.4020 -1.6422 0.053 -0.154 -0.045
C 1.8129 -4.5967 -2.9347 -0.082 -0.090 -0.014
C 1.3131 -3.5278 -3.6635 0.006 -0.047 -0.091
C 1.3182 -2.2581 -3.1181 -0.039 -0.012 0.105
C 1.6237 0.2467 2.9603 -0.647 -0.068 0.507
C 2.4195 0.8341 3.9283 0.220 -0.046 -0.184
C 1.8627 1.0904 5.1743 -0.086 -0.024 -0.056
C 0.5339 0.7997 5.4288 -0.027 0.087 0.188
C -0.2849 0.3222 4.4186 0.106 -0.141 -0.140
C 0.2546 0.0420 3.1734 0.475 0.251 -0.535
P -0.6105 -0.3574 1.5981 -0.942 -0.538 0.378
C -0.7636 -2.1717 1.7743 0.067 0.069 0.016
C -0.4990 -2.9917 0.6836 -0.001 0.184 0.122
C -0.6626 -4.3628 0.7825 0.024 -0.174 -0.058
C -1.0785 -4.9267 1.9751 0.023 -0.006 -0.031
C -1.3124 -4.1179 3.0762 -0.065 -0.002 0.179
C -1.1581 -2.7479 2.9787 0.020 -0.052 -0.070
C -2.2758 0.2366 2.0151 -0.011 0.084 -0.004
C -3.4303 -0.5253 1.8925 0.180 -0.005 0.114
C -4.6693 0.0690 2.0585 -0.157 0.035 0.049
C -4.7655 1.4180 2.3570 -0.121 -0.044 -0.024
C -3.6161 2.1812 2.4874 -0.069 0.164 -0.007
C -2.3801 1.5983 2.2997 0.056 -0.135 -0.059
H 4.0950 -0.9080 3.1443 0.028 0.022 -0.029
H 6.2824 -1.4805 2.1731 -0.002 0.036 0.002
H 6.6379 -1.2963 -0.2699 0.098 -0.032 -0.040
H 4.7639 -0.7169 -1.7363 0.024 -0.064 -0.135
H 3.7042 -0.9229 -3.5538 0.042 -0.030 -0.006
H 4.5095 0.5708 -5.3340 0.082 -0.057 -0.041
H 3.7094 2.8899 -5.4750 0.019 0.047 -0.088
H 2.0018 3.7011 -3.8759 -0.038 0.080 -0.040
H 1.1741 2.1833 -2.1067 0.034 0.135 0.041
H 2.6477 -2.9900 -0.0859 0.104 0.023 0.061
H 2.6174 -5.2413 -1.0594 0.048 -0.087 0.058
H 1.8303 -5.5838 -3.3709 -0.030 -0.115 -0.026
H 0.9270 -3.6841 -4.6615 -0.032 -0.006 -0.025
H 0.9070 -1.4248 -3.6754 0.030 -0.013 -0.021
H 3.4431 1.1107 3.7251 0.083 -0.067 -0.004
H 2.4717 1.5319 5.9478 0.099 0.023 0.066
H 0.1237 0.9782 6.4114 -0.039 0.058 0.075
H -1.3389 0.1657 4.5998 -0.085 0.060 -0.033
H -0.1696 -2.5475 -0.2457 -0.072 -0.013 -0.042
H -0.4680 -4.9925 -0.0739 0.034 -0.022 -0.091
H -1.2193 -5.9941 2.0515 0.007 -0.119 0.003
H -1.6203 -4.5571 4.0137 -0.047 -0.045 0.079
H -1.3486 -2.1204 3.8383 -0.034 0.000 0.059
H -3.3624 -1.5766 1.6531 -0.012 -0.064 -0.058
H -5.5657 -0.5215 1.9386 -0.083 -0.059 -0.011
H -5.7364 1.8795 2.4697 -0.062 0.005 0.041
H -3.6872 3.2340 2.7223 -0.005 0.086 -0.002
H -1.4788 2.1955 2.3654 0.044 0.100 0.046
C -1.8342 5.7306 -2.8582 -0.100 0.014 0.091
C -2.3906 5.1189 -1.5707 -0.016 0.186 -0.308
C -1.3690 4.2892 -0.8858 0.287 0.473 0.588
N -1.1915 3.0477 -1.1070 -1.034 0.390 -0.885
N -0.2158 2.4693 -0.4134 0.919 -0.804 0.708
C 0.4098 3.2870 0.3727 -0.395 1.129 -0.024
N 1.4109 2.9391 1.2011 0.224 -0.180 0.197
S -0.2225 4.9346 0.3093 -0.145 -0.880 -0.350
H -2.6183 6.2753 -3.3773 -0.026 0.079 -0.096
H -1.4612 4.9470 -3.5122 0.014 -0.070 -0.081
H -1.0185 6.4173 -2.6473 0.104 0.096 0.016
H -3.2298 4.4683 -1.8235 0.010 0.006 0.146
H -2.7454 5.9072 -0.9048 -0.066 -0.065 0.014
H 1.7785 2.0103 1.0705 0.101 -0.109 0.057
H 2.0121 3.6458 1.5853 -0.005 -0.083 -0.041
N -7.5567 -1.3476 -1.1690 -0.228 -0.055 0.058
C -6.4218 -1.1704 -1.2179 -0.791 -0.145 -0.042
C -5.0361 -0.9311 -1.2809 1.021 0.201 -0.118
C -4.1244 -1.9846 -1.3575 -0.262 -0.044 0.069
C -2.7694 -1.7219 -1.3557 0.334 0.121 -0.111
C -2.2373 -0.4230 -1.2870 0.065 -0.083 -0.012
C -3.1931 0.6092 -1.2818 0.260 0.081 -0.082
C -4.5514 0.3789 -1.2713 -0.187 -0.158 -0.041
H -4.4839 -3.0048 -1.3956 -0.063 -0.036 0.000
H -2.0925 -2.5677 -1.4028 -0.067 -0.064 -0.001
H -2.8459 1.6339 -1.2809 -0.110 -0.047 0.056
H -5.2504 1.2040 -1.2405 -0.068 0.041 0.016
```
Positions in Å, forces in eV/Å.

Atom charges from the Löwdin analysis, given in e for atoms 1 to 2: 0.081 -0.115